The following is a DFT calculation (the ωB97M-V functional and the def2-TZVPD basis) of a 2-piece molecular cluster, C3H8N2 overall in a non-equilibrium geometry.

Last column: natural (NBO) charge in e.
Geometry (Å):
N (0.058, 1.826, -0.550)  -0.723
N (-0.220, 0.548, -2.396)  -0.834
C (-0.365, 0.681, -1.058)  0.279
C (0.459, -1.475, 1.442)  -0.404
C (-0.076, -0.685, 2.386)  -0.370
H (-0.739, 0.124, 1.899)  0.205
H (-0.139, -1.874, 0.585)  0.191
H (-0.944, -0.062, -0.538)  0.188
H (1.228, -2.101, 1.790)  0.180
H (0.269, -0.305, -2.732)  0.380
H (0.020, 1.298, -2.943)  0.374
H (0.337, -0.607, 3.350)  0.197
H (0.111, 2.631, -1.235)  0.335

SMILES string: [H]/N=C\N.C=C
2S+1: 1

The following is a DFT calculation (the ωB97M-V functional and the def2-TZVPD basis) of C44H34F9N5O3P2PtS2Se as an isolated structure.

Last column: Mulliken charge in e.
Geometry (Å):
Pt (0.464, -1.609, 0.970)  4.034
Se (3.167, -2.071, -1.590)  0.284
S (-1.189, -5.122, -0.878)  -0.286
S (-1.668, -1.443, -2.648)  1.578
P (-1.224, -0.132, 1.294)  0.711
P (-0.204, 2.294, -0.433)  0.466
F (-0.195, -3.522, 3.226)  -0.094
F (1.856, -4.092, 2.889)  -0.268
F (3.589, -2.159, 2.709)  -0.209
F (1.075, 0.001, 5.183)  -0.156
F (-0.425, -1.554, 5.162)  -0.281
F (3.526, -2.807, 4.768)  -0.280
F (3.497, -0.699, 4.296)  -0.256
F (1.065, -4.015, 4.893)  -0.276
F (1.433, -1.836, 6.241)  -0.269
O (-2.955, -0.895, -2.976)  -0.877
O (-0.740, -0.632, -1.893)  -0.463
O (1.095, -1.047, 2.819)  -0.708
N (4.716, -1.232, -1.692)  -0.850
N (0.141, -2.900, -0.639)  0.136
N (-1.923, -2.858, -1.928)  -0.714
N (1.145, -2.800, -7.683)  -0.543
N (2.689, -1.243, -0.075)  -0.742
C (-5.283, -2.080, 2.234)  -0.653
C (0.310, -5.159, -0.025)  -0.561
C (-2.183, 6.414, 0.392)  -0.564
C (-1.214, 4.861, -1.175)  -0.820
C (4.794, -0.411, -0.665)  0.526
C (1.260, 2.521, -4.205)  -0.752
C (1.491, -1.903, 3.812)  1.648
C (0.475, 2.580, 3.843)  -1.145
C (-0.893, 0.915, 2.757)  1.837
C (0.479, -2.455, -6.519)  1.024
C (-5.246, -0.756, 1.814)  -0.707
C (1.142, -1.781, -5.493)  -1.160
C (-1.521, -2.502, -5.168)  -0.723
C (3.666, -0.413, 0.242)  0.515
C (-1.789, 6.096, -0.898)  -0.715
C (-1.993, 5.491, 1.411)  -0.803
C (-1.819, 1.022, 3.791)  -0.672
C (-0.994, -3.402, -1.192)  0.251
C (-2.847, -0.870, 1.630)  0.311
C (1.105, 2.475, -2.824)  -0.698
C (5.848, 1.294, 0.643)  -0.718
C (1.045, -3.402, 3.708)  -0.267
C (4.720, 1.300, 1.537)  -1.271
C (-1.413, 4.263, 1.139)  -0.118
C (-1.608, 1.919, 4.831)  -0.857
C (0.163, 2.326, -5.029)  -0.544
C (-0.466, 2.703, 4.857)  -0.984
C (-4.107, -2.802, 2.342)  -0.883
C (0.895, -1.315, 5.131)  0.063
C (-0.146, 2.251, -2.256)  1.042
C (-4.037, -0.152, 1.512)  -0.306
C (-1.090, 2.100, -4.470)  -0.780
C (3.659, 0.483, 1.359)  0.550
C (0.483, -1.477, -4.315)  -0.288
C (-0.864, -2.811, -6.341)  -0.806
C (3.052, -1.897, 3.907)  0.248
C (-0.845, -1.839, -4.149)  -0.218
C (-1.621, 1.187, 0.076)  -2.416
C (-1.244, 2.076, -3.094)  0.133
C (-2.895, -2.201, 2.033)  -0.086
C (0.865, -3.942, -0.025)  -0.945
C (0.263, 1.693, 2.801)  -0.881
C (-1.023, 3.925, -0.162)  0.479
C (5.899, 0.470, -0.425)  -0.797
H (6.735, 0.456, -1.111)  0.476
H (-0.303, 3.399, 5.669)  0.462
H (6.668, 1.972, 0.842)  0.392
H (4.734, 1.976, 2.383)  0.505
H (-2.293, 5.729, 2.425)  0.448
H (-2.294, 1.825, 0.651)  1.272
H (1.968, 2.601, -2.178)  0.392
H (1.992, -2.298, -7.887)  0.225
H (-2.163, 0.774, -0.770)  0.943
H (2.177, -1.485, -5.625)  0.335
H (-1.261, 3.561, 1.951)  0.318
H (-2.338, 1.992, 5.627)  0.415
H (-1.976, -2.765, 2.094)  0.112
H (1.833, -3.720, 0.412)  0.344
H (-4.124, -3.838, 2.655)  0.464
H (0.579, -2.993, -8.492)  0.214
H (-4.041, 0.881, 1.192)  0.400
H (-6.232, -2.547, 2.463)  0.402
H (-2.713, 0.414, 3.792)  0.426
H (2.241, 2.693, -4.632)  0.393
H (1.373, 3.184, 3.855)  0.476
H (-2.563, -2.768, -5.037)  0.469
H (0.282, 2.343, -6.105)  0.394
H (-6.162, -0.188, 1.716)  0.450
H (-1.387, -3.333, -7.134)  0.309
H (-2.227, 1.885, -2.683)  0.340
H (0.994, 1.620, 2.009)  0.064
H (-1.949, 1.925, -5.105)  0.418
H (0.718, -6.058, 0.405)  0.508
H (-1.932, 6.809, -1.701)  0.414
H (2.825, 0.459, 2.044)  0.392
H (-0.919, 4.629, -2.189)  0.332
H (-2.634, 7.376, 0.603)  0.375
H (0.981, -0.930, -3.526)  0.688

2S+1: 1

The following is a DFT calculation (the ωB97M-V functional and the def2-TZVPD basis) of C5H16CaN3S as an isolated structure in a non-equilibrium geometry.

Last column: natural (NBO) charge in e.
Geometry (Å):
Ca (-0.369, -0.026, -1.114)  1.527
S (0.912, 2.262, 0.781)  -0.220
N (-0.515, 1.959, 3.071)  -0.633
N (-0.359, -0.925, 1.244)  -1.107
N (1.527, 0.875, 3.026)  -0.645
C (-0.769, 1.575, 4.446)  -0.210
C (1.647, 0.784, 4.495)  -0.213
C (0.626, 1.720, 2.379)  0.277
C (0.801, 1.764, -2.123)  -1.410
C (0.542, 1.493, 5.230)  -0.424
H (0.873, 2.520, 5.464)  0.208
H (2.392, 0.792, 2.502)  0.420
H (1.159, -1.243, -1.546)  -0.780
H (-1.214, 2.511, 2.533)  0.424
H (-0.089, 2.420, -2.053)  0.142
H (1.697, -0.272, 4.769)  0.191
H (2.623, 1.223, 4.743)  0.196
H (-1.266, -0.744, 1.685)  0.358
H (0.306, -0.765, 1.979)  0.353
H (1.696, 2.374, -1.996)  0.187
H (-1.854, -1.804, -0.890)  -0.825
H (-1.297, 0.611, 4.488)  0.186
H (-1.429, 2.337, 4.897)  0.206
H (0.889, 1.294, -3.130)  0.179
H (-0.314, -1.947, 1.142)  0.397
H (0.363, 0.988, 6.183)  0.218

2S+1: 1
Net charge: -1

The following is a DFT calculation (the ωB97M-V functional and the def2-TZVPD basis) of a 4-piece molecular cluster, C11H24Cl6FN4 overall in a non-equilibrium geometry.

Last column: natural (NBO) charge in e.
Geometry (Å):
Cl (0.406, -4.385, -0.097)  -0.070
Cl (-5.727, -0.061, 1.276)  -0.092
Cl (-6.078, 2.413, 3.546)  -0.055
Cl (3.337, 1.136, -2.464)  -0.094
Cl (-0.061, -1.959, -2.363)  -0.093
Cl (6.689, 1.411, -2.660)  -0.052
F (2.563, 2.134, 1.515)  -0.337
N (-2.352, 0.463, 2.275)  -0.849
N (1.552, 0.129, 1.859)  -0.565
N (-0.347, 0.061, 0.436)  -0.550
N (-0.451, -0.939, 2.446)  -0.567
C (0.243, -4.615, -1.863)  -0.385
C (4.260, 2.626, -2.842)  -0.370
C (-1.843, -0.847, 1.921)  0.100
C (-6.319, 2.555, 1.787)  -0.392
C (0.310, -0.223, 1.580)  0.695
C (-1.451, -0.949, 0.451)  -0.243
C (3.772, 0.232, 0.794)  -0.668
C (-6.891, 1.295, 1.191)  -0.373
C (5.501, 2.313, -3.635)  -0.394
C (2.422, 0.881, 0.978)  0.351
C (0.862, -3.471, -2.622)  -0.373
H (1.924, 0.992, 0.014)  0.179
H (0.210, -0.027, -0.409)  0.418
H (-0.930, -1.899, 0.325)  0.223
H (-0.815, -4.718, -2.085)  0.231
H (5.272, 1.720, -4.516)  0.229
H (4.162, 0.530, -0.174)  0.258
H (-7.791, 0.974, 1.707)  0.234
H (0.855, -3.672, -3.691)  0.239
H (-0.320, -0.705, 3.424)  0.408
H (-3.367, 0.463, 2.242)  0.395
H (3.597, 3.274, -3.411)  0.232
H (-2.512, -1.668, 2.180)  0.214
H (1.928, -0.161, 2.753)  0.423
H (-2.100, 0.697, 3.230)  0.365
H (-7.121, 1.454, 0.139)  0.231
H (4.503, 3.107, -1.898)  0.228
H (-7.008, 3.380, 1.617)  0.235
H (5.972, 3.244, -3.946)  0.235
H (4.449, 0.512, 1.601)  0.240
H (1.885, -3.290, -2.302)  0.229
H (-5.358, 2.800, 1.342)  0.222
H (3.644, -0.853, 0.758)  0.225
H (-2.229, -0.814, -0.291)  0.244
H (0.752, -5.543, -2.117)  0.239

2S+1: 1
Net charge: +1

Here are the calculated HOMO numbers, same order: -8.7 -7.9 -2.3 -13.0 (eV).
Here are the calculated energy relative to the best compared isomer or geometry (same formula, charge and spin) numbers, same order: 3.776 1.227 0.000 0.000 (eV).
Here are the calculated orbital gap numbers, same order: 9.79 6.78 4.60 10.75 (eV).